The molecule C27H30N6O4, computed with ωB97M-V/def2-TZVPD.

ORCA input file:
```
! RIJCOSX wB97M-V def2-TZVPD def2/J DEFGRID3
* xyz 0 1
O 5.07 2.74 0.19
O -0.76 -3.15 -1.44
O 0.77 1.87 -2.32
O -4.17 -2.23 -4.74
N 1.32 3.02 -0.42
N 0.10 0.00 2.00
N -2.33 -3.00 0.18
N -0.53 -2.14 2.44
N 0.82 2.17 1.72
N -4.61 -3.17 -2.12
C -3.93 -1.91 -2.35
C -0.38 -1.23 1.55
C 1.87 4.01 -1.18
C 2.25 5.32 0.77
C -4.26 -4.09 -3.19
C 3.10 -0.02 1.46
C -0.20 -0.37 -0.73
C 0.32 0.85 -0.23
C 1.72 4.33 1.54
C -4.51 -3.71 -0.79
C -4.43 -1.34 -3.68
C -3.12 -4.12 -0.27
C 4.19 2.34 2.43
C 0.78 1.87 -1.11
C 1.26 3.12 0.95
C 2.85 0.35 2.78
C 0.46 0.10 3.40
C 4.39 1.99 1.10
C -4.75 -3.49 -4.51
C -0.60 -1.35 0.11
C 1.89 -0.43 3.62
C 5.71 3.91 0.63
C 3.42 1.53 3.25
C 3.85 0.79 0.63
C 2.34 5.15 -0.63
C -1.21 -2.59 -0.46
C 0.42 1.01 1.16
H -0.30 -0.48 -1.80
H -5.15 -4.60 -0.76
H 4.61 3.24 2.84
H -3.17 -4.26 -3.26
H -5.52 -1.16 -3.61
H -4.76 -5.05 -3.02
H 0.39 1.15 3.68
H -2.84 -2.03 -2.42
H -4.48 -4.12 -5.35
H 2.78 5.92 -1.25
H 3.25 1.82 4.27
H 1.88 3.80 -2.24
H -3.92 -0.41 -3.92
H -4.17 -1.22 -1.54
H 5.00 4.64 1.01
H -2.70 -2.44 0.93
H 2.13 -0.33 4.68
H 4.03 0.52 -0.40
H 1.65 4.40 2.61
H -0.25 -0.51 3.96
H 6.46 3.69 1.40
H 2.61 6.24 1.22
H -2.54 -4.61 -1.06
H -5.85 -3.39 -4.46
H 1.90 -1.49 3.35
H -3.25 -4.82 0.56
H -4.94 -2.97 -0.10
H 2.69 -0.94 1.07
H -0.85 -3.03 2.08
H 6.21 4.31 -0.25
*
```

structure (SMILES)	[H]/N=c1\c(C(=O)NCCN2CCOCC2)cc2c(=O)n3ccccc3nc2n1CCc1ccc(OC)cc1

***

A cluster of 2 separate species, C27H30NO in total, computed with ωB97M-V/def2-TZVPD.

ORCA input file:
```
! RIJCOSX wB97M-V def2-TZVPD def2/J DEFGRID3
* xyz 1 1
O -0.88 2.69 -1.37
N -1.32 0.21 -1.74
C 0.49 -1.05 0.31
C -0.95 4.07 -1.04
C 1.97 3.05 0.64
C -0.68 -0.26 0.19
C -3.00 0.15 1.06
C 2.68 3.38 1.80
C -1.06 2.45 -2.76
C 2.17 -3.03 1.76
C 4.93 -2.54 1.81
C -2.20 -0.99 -3.63
C 2.08 0.67 1.20
C 3.11 2.35 2.65
C -4.23 -0.30 1.52
C -1.95 -0.76 0.78
C 2.65 -1.78 1.32
C -3.41 -2.58 1.50
C -2.05 -1.01 -2.11
C 2.82 1.02 2.36
C 4.42 -3.77 2.27
C 3.05 -4.01 2.22
C 1.71 1.71 0.33
C 1.72 -0.72 0.91
C -0.88 0.95 -2.97
C -2.16 -2.13 1.06
C -1.76 0.41 -4.08
C 4.06 -1.56 1.33
C -4.46 -1.67 1.72
H 1.20 1.47 -0.60
H 2.94 4.42 2.02
H 1.63 3.84 -0.04
H -5.42 -2.02 2.09
H 3.14 0.24 3.05
H -1.59 -1.77 -4.10
H -1.50 -1.88 -1.73
H -1.96 4.47 -1.24
H -2.81 1.23 0.94
H -0.21 4.64 -1.62
H -0.32 3.02 -3.36
H -3.04 -0.99 -1.63
H -1.34 -2.84 0.95
H -0.71 4.13 0.03
H 0.17 0.74 -3.20
H -2.66 1.04 -4.16
H -5.03 0.42 1.70
H 6.01 -2.35 1.81
H -2.01 0.85 -1.33
H 2.65 -4.98 2.54
H -2.09 2.75 -3.06
H 0.39 -2.07 -0.06
H 4.47 -0.62 0.97
H -3.25 -1.18 -3.86
H 1.09 -3.19 1.81
H -1.28 0.42 -5.07
H -3.56 -3.65 1.67
H 3.68 2.60 3.55
H -0.55 0.81 0.22
H 5.11 -4.54 2.63
*
```

***

Looking at max |F| for the records above, in order, we have 1.2; 2.0 eV Å⁻¹.
Looking at LUMO for the records above, in order, we have -0.0145; -0.1508 Ha.